# C4H26NO9

10 unconnected molecules or ions with the total composition C4H26NO9 (ωB97M-V with the def2-TZVPD basis set, the OMol25 dataset).

XYZ file:
```
40
Properties=species:S:1:pos:R:3:lowdin_charge:R:1
C 0.2479 1.5814 0.1028 0.12
H 2.7680 4.5136 -0.7495 0.05
H -1.7266 -2.0306 -4.0510 0.05
H 1.6156 -1.9600 -2.1500 0.09
H -1.2662 -4.3435 1.3043 0.06
H 0.0789 0.2490 2.2759 0.00
H -3.1837 0.0733 0.9093 0.01
O -1.4108 -2.5642 -3.3179 -0.04
H -0.6399 2.0772 0.4606 0.13
O -1.1740 -1.1817 2.6131 -0.07
O 3.2193 2.1089 1.5853 -0.05
H -0.6247 -0.0712 -0.4417 0.11
H -4.2260 0.3332 1.9469 0.08
C 1.2638 -1.7293 -1.1479 -0.02
O -3.2900 0.1323 1.8508 -0.03
H -2.1277 -0.9370 2.5681 0.04
H -0.9295 2.4640 -2.6860 0.07
H 2.7491 1.3234 1.8706 0.02
H -2.2495 1.9655 -2.0687 0.06
H -1.9991 -1.4461 -1.4644 0.03
O 2.0203 4.0455 -0.3655 -0.06
O -2.2431 -1.1480 -0.5782 -0.05
O -1.3054 2.0255 -1.9144 -0.03
H 3.5073 -0.0595 -1.4939 0.10
N 0.2703 0.4181 -0.4174 0.09
H -2.5914 -1.9087 -0.1196 0.05
H 1.7693 -2.2836 -0.3624 0.09
H 0.2274 -2.0671 -1.1535 0.04
O 0.6485 0.9793 2.5683 -0.05
H -0.7057 -3.0958 1.9712 0.03
H 3.5210 2.7033 2.2728 0.07
H 2.4078 3.4937 0.3275 -0.01
O -0.9571 -3.4540 1.1059 -0.06
H 1.1458 2.1660 0.1828 0.06
C 2.5915 0.3690 -1.1185 0.11
H -0.8227 -1.2897 1.7288 0.00
H 0.9230 0.8171 3.4715 0.07
C 1.4328 -0.2380 -0.9365 -0.30
H -1.5694 -3.4831 -3.5494 0.06
H 2.6352 1.4515 -1.0303 0.06
```

relative energy (zero: lowest compared OMol25 entry of this formula, charge and spin) = 58.73 kcal/mol
gap between HOMO and LUMO = 9.644 eV
E = -24481.03466 eV
total charge = +1
E_LUMO = -3.4 eV
molecular weight = 232.2 u